11
Properties=species:S:1:pos:R:3:mulliken_charge:R:1 method="wB97M-V/def2-TZVPD" e_homo_ev=-9.24 lumo_ev=0.402 total_charge=0 orbital_gap_ev=9.640 de_lowest_kj_mol=333.1 spin_multiplicity=1
O -1.2222 1.4567 -0.0461 -0.5380
C -1.0776 0.3857 -0.6238 1.2883
C -1.1364 -0.8827 0.1498 -0.9086
C 0.0701 -0.9275 0.7396 -0.1429
N 0.9970 0.0659 0.3854 -0.1347
C 0.7933 0.8137 -0.7636 -0.2105
N -0.1125 0.4288 -1.6289 -0.6550
H -1.9615 -1.5613 0.3255 0.3433
H 0.3643 -1.6405 1.4991 0.3820
H 1.8936 0.1416 0.8357 0.2480
H 1.3919 1.7196 -0.8728 0.3281